A 4-piece molecular cluster, C19H31F9IO6Si overall in a non-equilibrium geometry. Source: the OMol25 dataset; level of theory: ωB97M-V with the def2-TZVPD basis set.

XYZ file:
```
67
Properties=species:S:1:pos:R:3:forces:R:3
C 4.072 2.036 4.101 0.14 -0.14 -0.05
C 4.151 3.513 3.795 -0.48 -0.20 0.66
I 4.575 3.737 1.688 0.23 0.30 0.02
C 2.908 4.320 4.208 -0.13 0.45 -1.22
C 1.663 4.236 3.322 -0.08 -0.72 1.20
Si 0.288 3.201 3.951 0.54 0.64 -0.99
C 0.802 1.559 4.754 -0.50 0.10 0.16
C -0.794 2.710 2.466 0.23 0.18 0.99
C -0.915 4.041 5.193 0.10 -0.86 0.02
H 3.388 1.513 3.445 -0.20 -0.04 -0.16
H 3.721 1.898 5.118 -0.08 0.02 0.26
H 5.054 1.580 4.028 0.18 -0.19 -0.14
H 5.008 3.914 4.327 0.31 0.17 -0.19
H 3.260 5.351 4.184 0.01 0.29 0.22
H 2.725 4.077 5.261 0.27 -0.23 0.31
H 1.256 5.247 3.237 -0.03 0.15 -0.43
H 1.246 0.867 4.048 0.23 -0.04 -0.16
H -0.105 1.079 5.123 -0.19 -0.11 0.08
H 1.453 1.677 5.616 0.23 0.04 0.09
H -1.729 2.276 2.809 -0.25 -0.21 -0.24
H -0.210 2.013 1.881 -0.04 -0.19 -0.32
H -0.980 3.605 1.888 -0.13 0.18 -0.28
H -0.834 5.119 5.213 -0.02 0.26 -0.06
H -0.717 3.644 6.187 0.13 0.14 0.31
H -1.932 3.729 4.966 -0.32 0.17 -0.08
C -4.596 -0.190 -2.463 0.27 -0.07 0.07
C -5.096 -0.631 -1.104 -0.23 0.11 -0.09
O -4.041 -1.163 -0.274 0.12 0.02 0.01
C -3.256 -0.280 0.352 -0.27 -0.06 -0.19
O -3.337 0.907 0.306 0.04 0.00 0.02
C -2.227 -1.051 1.207 0.06 -0.18 0.22
F -1.684 -2.055 0.509 0.00 -0.24 -0.20
F -2.850 -1.587 2.274 -0.05 0.03 -0.07
F -1.245 -0.289 1.639 -0.07 0.26 -0.02
H -4.078 -1.009 -2.962 -0.07 -0.03 -0.03
H -5.433 0.128 -3.084 -0.03 -0.03 0.03
H -3.900 0.639 -2.378 0.02 0.12 0.05
H -5.806 -1.449 -1.210 0.09 -0.09 0.10
H -5.595 0.182 -0.578 0.12 0.06 0.06
C 2.903 0.733 -0.025 -0.16 -0.19 -0.26
C 3.337 1.076 -1.439 0.23 0.18 0.32
O 2.515 0.472 -2.485 0.06 -0.19 0.17
C 1.371 1.060 -2.769 0.21 -0.07 0.25
O 0.918 2.056 -2.291 -0.14 -0.07 -0.16
C 0.669 0.278 -3.907 -0.17 -0.15 -0.21
F 0.652 -1.062 -3.720 0.13 0.57 0.11
F 1.304 0.504 -5.071 -0.10 -0.01 0.13
F -0.594 0.682 -4.032 0.10 -0.06 -0.04
H 2.861 -0.348 0.124 0.15 0.02 -0.03
H 3.637 1.178 0.661 -0.32 -0.16 -0.14
H 1.916 1.134 0.205 0.09 0.19 0.03
H 4.334 0.687 -1.636 -0.05 -0.05 -0.09
H 3.354 2.155 -1.582 -0.12 0.01 -0.06
C -0.993 -3.783 -3.808 -0.42 -0.43 -0.42
C -0.302 -5.099 -3.537 0.20 0.34 0.27
O -1.006 -6.209 -4.141 -0.02 -0.09 -0.04
C -0.801 -6.401 -5.433 0.18 0.23 0.21
O -0.091 -5.768 -6.157 -0.08 -0.12 -0.05
C -1.600 -7.632 -5.899 -0.14 -0.13 -0.16
F -2.860 -7.598 -5.439 0.21 -0.07 -0.12
F -1.016 -8.755 -5.443 -0.13 0.16 -0.08
F -1.638 -7.689 -7.231 -0.01 -0.04 0.26
H -2.031 -3.825 -3.479 0.00 -0.01 0.09
H -0.496 -2.989 -3.281 0.21 0.27 0.24
H -0.990 -3.547 -4.873 0.09 0.01 0.02
H -0.297 -5.314 -2.471 -0.10 -0.15 -0.03
H 0.731 -5.091 -3.881 -0.04 -0.07 -0.16
```
Forces are in eV/Å.

Calculated values
M	681.423	g mol⁻¹
HOMO-LUMO gap	4.109	eV
charge	-1
HOMO level	-2.1	eV